Computed, not measured: a cluster of 2 separate species, C32H29BCl2F6O2S in total, with the ωB97M-V functional and the def2-TZVPD basis.

The geometry in ORCA input format:
```
! RIJCOSX wB97M-V def2-TZVPD def2/J DEFGRID3
* xyz 0 1
C -3.99 -1.00 2.36
C -3.04 -0.53 1.27
C -3.49 0.83 0.75
O -1.74 -0.42 1.91
B -0.86 -1.11 1.12
C 0.65 -1.44 1.39
C 1.03 -2.66 0.56
C 0.65 -3.90 1.08
C 0.93 -5.08 0.41
C 1.56 -5.01 -0.84
Cl 1.80 -6.45 -1.73
C 1.98 -3.78 -1.36
C 1.73 -2.61 -0.64
C 1.76 -0.50 1.78
C 1.45 0.50 2.72
C 2.46 1.17 3.42
C 3.80 0.89 3.12
Cl 5.04 1.73 3.94
C 4.12 -0.05 2.14
C 3.11 -0.78 1.53
O -1.37 -1.53 -0.10
C -2.79 -1.59 0.10
C -3.13 -3.03 0.51
C -3.48 -1.31 -1.22
H -4.98 -1.21 1.95
H -3.60 -1.89 2.87
H -4.09 -0.21 3.12
H -4.52 0.78 0.35
H -3.49 1.56 1.56
H -2.82 1.20 -0.04
H 0.39 -1.88 2.38
H 0.15 -3.93 2.06
H 0.63 -6.04 0.83
H 2.49 -3.74 -2.32
H 2.07 -1.64 -1.01
H 0.41 0.72 2.94
H 2.23 1.88 4.20
H 5.17 -0.22 1.88
H 3.39 -1.61 0.89
H -4.22 -3.18 0.50
H -2.70 -3.73 -0.21
H -2.75 -3.28 1.51
H -4.57 -1.32 -1.08
H -3.18 -0.36 -1.66
H -3.24 -2.11 -1.93
C -3.62 4.76 -2.52
C -2.66 3.66 -2.30
C -2.50 2.52 -3.09
C -1.34 1.77 -2.77
C -0.67 2.25 -1.64
C 0.61 1.83 -1.12
C 1.20 2.56 -0.07
C 2.58 2.62 0.00
C 3.23 3.67 0.86
F 4.54 3.35 1.15
F 3.25 4.89 0.26
F 2.58 3.81 2.06
C 3.37 1.83 -0.83
C 2.76 0.90 -1.67
C 3.68 0.08 -2.53
F 4.48 -0.74 -1.76
F 3.01 -0.72 -3.41
F 4.52 0.88 -3.26
C 1.37 0.83 -1.77
S -1.50 3.67 -1.02
H -4.05 4.68 -3.53
H -4.43 4.70 -1.79
H -3.14 5.74 -2.43
H -3.21 2.27 -3.88
H -0.96 0.94 -3.36
H 0.59 3.13 0.62
H 4.45 1.92 -0.81
H 0.89 0.10 -2.42
*
```

Output
M in g/mol: 673.36
Structure (SMILES): CC1(C)OB(C(c2ccc(Cl)cc2)c2ccc(Cl)cc2)OC1(C)C.Cc1ccc(-c2cc(C(F)(F)F)cc(C(F)(F)F)c2)s1
Relative energy (zero: lowest compared OMol25 entry of this formula, charge and spin) in kcal/mol: 0.0